{"formula": "C24H59N8O8P", "method": "the ωB97M-V functional and the def2-TZVPD basis", "elements": ["N", "C", "C", "O", "C", "P", "H", "H", "H", "H", "H", "H", "H", "H", "H", "H", "C", "O", "N", "C", "C", "H", "H", "H", "H", "H", "H", "H", "C", "O", "N", "C", "C", "H", "H", "H", "H", "H", "H", "H", "C", "O", "N", "C", "C", "H", "H", "H", "H", "H", "H", "H", "C", "O", "N", "C", "C", "H", "H", "H", "H", "H", "H", "H", "C", "O", "N", "C", "C", "H", "H", "H", "H", "H", "H", "H", "C", "O", "N", "C", "C", "H", "H", "H", "H", "H", "H", "H", "C", "O", "N", "C", "C", "H", "H", "H", "H", "H", "H", "H"], "coordinates": [[-0.625, 1.798, -3.397], [-1.607, 1.328, -4.450], [-1.227, 1.755, -5.989], [-1.407, 3.206, -6.194], [0.234, 1.228, -6.514], [0.198, -0.484, -7.361], [-0.669, 1.062, -2.630], [0.364, 1.791, -3.729], [-1.861, 0.166, -4.345], [-2.638, 1.878, -4.204], [-2.040, 1.227, -6.685], [-0.515, 3.661, -6.241], [0.596, 2.009, -7.340], [1.076, 1.196, -5.702], [0.848, -1.473, -6.540], [-1.122, -0.881, -7.779], [-1.193, -2.809, -3.571], [-1.131, -2.904, -4.790], [-2.283, -3.147, -2.797], [-2.277, -3.005, -1.356], [-3.472, -3.661, -3.444], [-0.344, -2.429, -2.978], [-2.448, -3.986, -0.904], [-3.080, -2.321, -1.065], [-1.322, -2.608, -1.003], [-3.213, -4.572, -3.993], [-3.842, -2.915, -4.154], [-4.248, -3.884, -2.707], [1.585, 0.904, -0.915], [0.500, 0.601, -0.435], [2.475, 1.806, -0.373], [3.742, 2.111, -1.005], [2.134, 2.473, 0.867], [1.943, 0.456, -1.857], [4.551, 1.859, -0.313], [3.775, 3.179, -1.236], [3.870, 1.540, -1.928], [1.977, 1.719, 1.644], [1.205, 3.032, 0.726], [2.932, 3.155, 1.171], [5.669, 2.802, 3.763], [4.967, 3.543, 3.087], [5.362, 1.502, 4.105], [6.248, 0.689, 4.911], [4.113, 0.930, 3.645], [6.639, 3.136, 4.165], [6.534, -0.197, 4.337], [5.720, 0.385, 5.820], [7.149, 1.243, 5.188], [4.093, 0.954, 2.551], [3.284, 1.533, 4.026], [4.009, -0.101, 3.992], [1.585, -1.508, 4.715], [1.992, -1.687, 3.574], [0.444, -0.813, 5.057], [0.029, -0.647, 6.434], [-0.366, -0.231, 4.007], [2.125, -1.909, 5.588], [-0.963, -1.089, 6.560], [-0.012, 0.422, 6.664], [0.729, -1.134, 7.118], [-0.703, -1.026, 3.335], [0.244, 0.477, 3.438], [-1.232, 0.286, 4.429], [-6.255, -2.598, -0.121], [-5.057, -2.843, -0.188], [-6.875, -1.487, -0.652], [-8.301, -1.270, -0.529], [-6.076, -0.505, -1.356], [-6.954, -3.279, 0.392], [-8.737, -1.211, -1.530], [-8.471, -0.329, 0.002], [-8.778, -2.085, 0.023], [-5.579, -0.991, -2.201], [-5.314, -0.114, -0.676], [-6.702, 0.314, -1.718], [3.779, -2.047, -3.326], [4.475, -1.285, -2.667], [3.484, -3.352, -2.992], [2.651, -4.190, -3.828], [4.025, -3.904, -1.767], [3.317, -1.730, -4.275], [1.780, -4.511, -3.249], [3.228, -5.066, -4.139], [2.312, -3.650, -4.716], [3.676, -3.303, -0.921], [5.118, -3.855, -1.806], [3.708, -4.942, -1.637], [-2.329, 2.930, 4.097], [-2.525, 1.754, 4.377], [-1.547, 3.805, 4.821], [-1.365, 5.185, 4.421], [-0.887, 3.332, 6.020], [-2.783, 3.393, 3.206], [-0.300, 5.367, 4.252], [-1.726, 5.836, 5.223], [-1.918, 5.406, 3.504], [-0.224, 2.502, 5.757], [-1.643, 2.969, 6.723], [-0.307, 4.134, 6.484]], "forces_ev_per_a": [[-0.0714, -1.8358, -0.0141], [-1.2527, 0.2496, -0.2762], [-0.4581, -1.0441, -0.0092], [1.7025, -0.9286, 0.2020], [-0.2888, 1.1415, 0.1416], [1.3812, 0.6468, -1.2587], [0.2913, 1.4649, -1.0549], [-1.1864, -0.1855, 0.1351], [0.8124, 2.3147, -0.6332], [2.1644, -1.1033, -0.7097], [1.6945, 1.2514, 1.5101], [-1.5192, -1.0324, 0.2379], [-0.8036, -1.8068, 1.7085], [-1.6687, 0.0966, -1.3301], [-1.2517, 0.5926, 0.1682], [0.4646, 0.1651, 1.2611], [-0.9935, -0.3802, 0.2426], [-0.1944, -0.0419, 0.5802], [1.4458, 0.4505, -0.8244], [-0.0741, 0.1588, 0.0397], [0.1142, 0.0066, -0.2642], [-0.0767, -0.0023, 0.1402], [-0.0505, 0.1814, 0.1666], [0.2249, -0.2508, 0.1791], [-0.0686, -0.0535, -0.1743], [-0.1959, 0.0871, -0.0507], [-0.0978, -0.1900, -0.0264], [0.2510, 0.1129, -0.0139], [0.3971, 0.6500, 0.6494], [0.5671, 0.2907, -0.1551], [-0.9234, -1.0767, -0.7749], [-0.0771, 0.0265, 0.0894], [-0.2717, -0.0711, 0.0471], [0.1494, 0.0745, 0.0232], [0.0926, 0.0933, -0.1979], [0.1874, -0.0594, -0.0248], [-0.0653, -0.0143, 0.1946], [-0.0513, 0.2004, 0.0364], [0.0530, -0.0181, 0.1680], [-0.0637, -0.1954, -0.0841], [-0.5558, -0.6816, -0.0478], [0.2709, -0.6838, 0.4077], [0.5634, 1.4597, -0.2285], [-0.1896, 0.0156, -0.1403], [-0.0520, 0.1440, -0.1248], [0.0014, -0.1024, 0.0402], [0.0892, -0.0232, 0.2101], [0.2000, -0.1069, 0.0175], [-0.1740, -0.0213, -0.0854], [-0.1877, -0.1209, 0.1395], [-0.0711, -0.1444, -0.1320], [0.0755, 0.2295, -0.1208], [-0.8503, 0.4856, -0.2332], [-0.3611, 0.2517, 0.7018], [1.4992, -0.8802, -0.1221], [-0.0263, -0.0080, -0.2622], [-0.0060, -0.1665, -0.1777], [-0.0660, 0.0295, 0.1038], [0.0492, 0.1243, 0.1961], [-0.1022, -0.1277, 0.2014], [-0.0508, 0.0434, -0.1615], [0.0225, 0.2127, -0.0813], [-0.1866, -0.0392, -0.1150], [0.4135, -0.2761, -0.0791], [0.0107, 0.7353, -0.3961], [-0.9577, 0.3651, -0.0829], [0.4505, -1.2981, 0.6536], [0.1770, 0.0826, -0.0765], [0.3276, -0.1312, 0.0465], [-0.0669, 0.0947, -0.0393], [-0.1728, 0.0339, 0.1461], [-0.2061, -0.0830, -0.0521], [0.1567, 0.1021, -0.0845], [0.0458, 0.2175, 0.0265], [-0.0002, 0.0702, -0.2167], [0.0486, -0.2181, 0.1106], [0.0770, -0.6885, 0.5666], [-0.4566, -0.6033, -0.2408], [0.1957, 1.3935, -0.5629], [0.0906, 0.0121, 0.1429], [0.1711, 0.2961, 0.1340], [-0.0572, -0.1297, -0.0088], [-0.0311, -0.0926, -0.2220], [-0.2005, -0.0325, -0.0847], [0.0498, -0.0323, 0.1829], [0.1446, -0.1725, 0.0387], [-0.1005, -0.0711, 0.1843], [0.0003, 0.2193, -0.1258], [0.4389, 0.1975, 0.5991], [-0.0008, 1.1219, 0.1141], [-0.8697, -0.8021, -0.9050], [0.0812, -0.1096, 0.1311], [-0.1278, -0.2934, -0.0256], [0.0839, 0.0626, 0.0681], [-0.1109, 0.1964, -0.0444], [0.0745, 0.1378, -0.1595], [0.0743, -0.1232, 0.1573], [0.0030, 0.0935, 0.1905], [0.2027, -0.0266, 0.0615], [-0.1400, -0.1037, -0.1771]], "orbital_gap_ha": 0.306, "smiles": "NC[C@@H](O)CP.CN(C)C=O.CN(C)C=O.CN(C)C=O.CN(C)C=O.CN(C)C=O.CN(C)C=O.CN(C)C=O"}